{
  "formula": "C62H132F15N7O19S5",
  "method": "ωB97M-V/def2-TZVPD",
  "species": ["H", "C", "H", "C", "C", "C", "H", "F", "H", "C", "H", "H", "S", "H", "H", "C", "H", "H", "F", "H", "H", "O", "H", "C", "H", "H", "H", "H", "H", "C", "H", "N", "H", "H", "C", "H", "H", "H", "H", "H", "H", "H", "H", "F", "H", "C", "O", "C", "C", "C", "H", "H", "S", "H", "H", "H", "H", "H", "H", "H", "H", "C", "H", "N", "O", "H", "C", "H", "C", "H", "C", "H", "C", "H", "C", "C", "H", "H", "C", "C", "H", "H", "H", "C", "H", "H", "H", "C", "O", "H", "H", "O", "F", "F", "H", "O", "H", "N", "C", "H", "C", "C", "C", "N", "H", "O", "H", "H", "N", "O", "H", "H", "S", "C", "H", "H", "H", "H", "O", "C", "O", "C", "C", "C", "C", "H", "H", "H", "H", "C", "H", "H", "O", "H", "H", "H", "H", "H", "H", "C", "H", "C", "C", "C", "C", "H", "F", "C", "F", "O", "H", "H", "C", "H", "H", "H", "F", "H", "C", "F", "H", "H", "H", "C", "F", "C", "C", "O", "F", "H", "H", "H", "H", "S", "C", "C", "H", "H", "C", "H", "F", "O", "H", "C", "H", "H", "H", "H", "H", "H", "N", "F", "H", "H", "H", "F", "H", "S", "C", "H", "H", "F", "O", "C", "H", "C", "O", "H", "H", "O", "H", "H", "N", "C", "H", "C", "H", "C", "H", "H", "H", "C", "H", "H", "H", "C", "C", "C", "H", "H", "O", "C", "H", "H", "O", "H", "H", "H", "C", "H"],
  "positions_angstrom": [[6.7005, 8.1031, 0.4013], [8.1996, -10.1130, -3.5958], [7.0691, -9.2586, 0.5303], [4.9888, -9.9071, -1.2777], [-2.3214, 2.7367, -10.1144], [-9.9523, 0.1572, 1.4611], [-3.3345, 5.2379, 6.9888], [-5.3923, -11.4738, -0.9394], [7.5309, -10.9234, 0.8351], [-5.5114, 8.7161, 8.8296], [-2.5813, 4.9756, -9.9302], [7.9868, -9.6565, -4.5624], [3.5714, -9.0992, -8.4132], [-6.0175, 5.9162, 8.3523], [9.1298, 7.1225, -1.0795], [0.8188, -4.3798, -1.8433], [8.8826, -9.9378, -0.9283], [-4.2784, 5.1900, -4.1650], [1.5734, -10.1358, -7.1610], [-2.1134, 8.2722, 9.7352], [-3.6474, 2.5674, -8.4519], [-8.0209, -1.4560, 1.0000], [-1.1161, -4.3320, 5.8598], [1.1344, -2.0134, -2.8676], [5.6207, -11.7922, -0.5437], [-10.8564, -0.5656, -1.1573], [-2.9676, 1.1428, -8.9635], [-9.5310, -1.7900, 2.3055], [-1.8369, -7.4481, 7.8625], [-2.2962, 4.8926, -7.0708], [5.8880, 8.9766, -1.9510], [1.1193, -1.4276, -1.3731], [2.0816, 0.3352, -2.3246], [8.4563, 8.1045, 0.8854], [7.4234, 9.9967, 1.2189], [-1.0093, -1.5349, -1.5343], [-7.6756, 10.2080, 7.5221], [-0.7460, 1.8998, -7.9672], [-4.9341, 4.6092, 8.7694], [-1.4030, -8.3315, 5.6801], [4.8643, -8.8542, -1.0245], [8.3423, 11.9075, 1.5160], [-1.9811, 4.8669, -4.8624], [-5.9009, -9.4080, -1.0870], [-12.1597, 4.3957, -2.5991], [-0.6107, -0.4930, 0.4158], [-0.1663, 6.2334, 0.7712], [-0.4463, -2.7725, 7.6537], [-9.3579, -1.3369, 1.3294], [1.9013, 5.3856, 2.3315], [0.6838, -1.3849, -3.6357], [-2.8930, 9.7442, 9.5581], [1.2449, 5.9859, 0.5718], [8.5808, -5.7527, -3.3162], [-7.3235, 10.9330, 9.0704], [-3.2680, -5.7941, 7.6067], [0.4881, -2.9279, 7.1145], [-9.8780, 1.8294, 0.4744], [6.5938, 6.3066, -0.9757], [1.9927, 0.2935, -0.5307], [0.2181, -5.2603, -2.0713], [-4.2117, 7.1297, 6.3994], [-6.8707, 11.7446, 7.6845], [-1.5344, -6.7747, 7.1732], [-6.9998, -0.4077, -3.2121], [3.9506, -10.2355, -1.3271], [-11.4850, 3.5933, -2.8977], [6.5719, 6.8958, -2.6782], [7.4941, -5.8350, -3.2946], [5.1689, -10.7306, 0.8407], [-2.5323, -5.7436, 6.8040], [-9.9595, 1.3639, -2.7135], [0.0377, 4.0077, -6.6713], [6.5070, 10.4509, 0.8421], [-5.5526, 10.0931, 8.1597], [5.8513, -9.9880, -2.6177], [10.0185, 9.2669, -0.7494], [-7.8206, -3.3863, 1.8181], [-0.7882, -7.4974, 6.0183], [-1.6383, 2.4346, -7.6417], [-0.4292, -0.0287, -1.8194], [0.7833, -3.8511, -3.8506], [-11.7819, 0.6050, -0.3702], [-1.7977, 4.2284, -10.0555], [-0.8704, -6.3669, 7.8157], [-6.4367, -2.6932, 0.9689], [-4.7905, 5.0328, 6.2393], [7.6423, 8.6518, 0.4100], [-4.7740, -10.1248, 1.7090], [-10.5883, 4.0051, -3.3607], [6.6029, 10.6040, -1.5739], [1.9878, 7.2488, 0.2192], [0.9836, 4.6598, 3.0020], [7.6199, -4.0776, 5.7904], [8.0705, -11.1942, -3.6455], [4.5250, -10.1142, -7.9197], [-5.8764, 8.7752, 9.8550], [7.9548, 8.9536, -1.1202], [8.5686, 10.9426, 1.0623], [-0.3577, 5.4052, -8.7827], [0.4576, -8.0917, 6.6324], [7.9187, -10.3666, -1.2025], [-3.4033, 7.9699, 7.4115], [-4.0958, 8.0272, 8.8330], [-3.2074, 6.3223, 9.5860], [-7.1509, -0.0968, -5.7631], [8.2419, 11.8473, -0.8717], [-8.8485, 0.6921, -0.1544], [7.3239, -9.6173, -2.4348], [1.4770, 4.8250, -0.2574], [-0.5667, -6.7320, 5.2745], [-3.7786, 7.2136, 5.4027], [-6.7904, -0.9673, -4.5917], [1.8251, -9.8278, -8.4445], [-3.4438, 8.9710, 6.9824], [-10.9264, 0.3168, 1.9234], [9.4319, 10.5398, 1.5920], [-0.8552, -1.3862, 0.9907], [1.3326, -7.0797, 7.0895], [2.1542, -0.2918, -1.4359], [3.4502, -7.9446, -7.5342], [-1.8445, -4.3597, 6.6702], [7.1860, 6.4965, -1.8709], [-4.2436, 6.5886, 9.3772], [0.6587, -3.7398, -0.4427], [-5.1916, 7.5771, 6.2327], [-2.9591, -6.0808, 5.8595], [-1.5143, 2.1669, -10.5747], [0.1935, 0.0827, 0.8740], [7.8108, 5.1967, -2.3276], [7.1099, -5.2496, -2.4592], [3.0618, -7.8767, 6.3631], [6.2447, -5.0491, 3.1395], [0.1800, -8.5814, 7.5658], [8.2596, 5.3467, -3.3096], [-1.3989, 4.5231, -11.0262], [-1.8987, 0.8071, 1.5897], [-9.2653, 0.6709, 2.1336], [9.4438, 10.0530, -2.2001], [8.9811, 11.2446, -0.3443], [5.7869, -7.1780, -3.2349], [-10.8921, 1.4465, -2.1554], [1.5197, -2.4384, -0.2943], [-0.3105, -0.8277, -1.0876], [-3.9789, 5.4622, -5.1770], [0.8929, 3.5089, -7.1271], [2.1484, 6.5181, 2.9871], [-2.6752, 2.1694, -8.7426], [-8.0634, -3.2938, -3.8292], [3.8591, -8.7221, -9.8526], [1.8342, -4.7683, -1.9213], [7.1308, 9.5922, -2.9270], [7.0916, -10.2567, 0.0930], [-3.1278, 3.6576, -5.4240], [7.1599, -7.8983, -1.1289], [-2.6435, -3.6615, 6.4207], [3.0246, 4.7285, 2.1091], [3.2998, -6.6905, 7.6449], [-1.8327, 0.3551, 0.6000], [7.8149, -2.1126, 5.0905], [7.0510, -7.6641, -4.1884], [2.5337, -2.7637, -0.5270], [-1.8649, 1.1735, -0.1192], [-8.1327, -2.3413, -4.8423], [-7.9359, -2.9591, -6.0033], [0.5394, -3.3786, -2.8991], [8.3267, 7.5084, -1.7074], [-11.1633, 2.7266, -1.7578], [-4.2331, -10.1829, -2.1395], [8.0423, -11.4140, -1.4776], [-2.3429, 7.7175, 7.4090], [-0.3854, -3.5057, -0.2351], [2.1807, -2.1198, -3.1541], [-3.8141, -9.9487, 0.5991], [7.5440, -8.0968, -2.1294], [5.6512, -10.7820, -0.1354], [-1.0906, -1.9966, 7.2401], [-1.9331, 2.1837, -6.6228], [-10.8581, 0.5024, -0.9395], [-3.3821, 8.5963, 10.8577], [1.7800, -10.8810, -9.2502], [-5.4976, -1.5992, -4.7109], [-4.8364, 5.3570, -5.8416], [-3.1108, 8.7058, 9.8077], [1.3747, -2.0048, 0.6952], [-2.7396, -0.2157, 0.4002], [-3.6869, 6.5088, -5.2627], [7.2088, 9.7348, 2.2550], [-3.0644, 4.4403, -7.6979], [-6.1249, 7.9920, 8.2936], [-1.1923, 3.8965, -7.5558], [-9.3246, -1.7635, -4.7210], [-4.9888, 10.7451, 8.8269], [9.9180, 11.7987, -0.4032], [2.8111, -8.3084, 8.0520], [5.8517, -2.9942, 5.3428], [0.1493, 3.7484, -9.2335], [7.2909, -3.9970, 3.1507], [-4.9679, 5.6226, 8.3696], [-9.8194, -1.9983, 0.5962], [-11.6979, 1.0156, -2.7498], [0.9942, -8.8764, -8.8581], [7.0532, -2.8650, 2.2101], [2.6710, -7.5175, 7.3152], [-0.5471, -3.3094, -2.9513], [-4.3278, 5.6868, 6.9783], [8.6528, -4.5529, 3.0441], [7.0802, -5.2878, -4.1416], [8.6089, -7.8659, -2.1596], [-1.1749, -4.0184, 7.8501], [-3.0930, 2.5509, -10.8615], [5.5678, -9.3120, -3.4243], [-9.8053, 0.8951, 0.0976], [-4.8938, -10.2584, -1.0246], [8.7663, 7.7923, -2.6636], [-6.9030, 10.7315, 8.0852], [8.6582, 4.9692, -1.6809], [6.8762, -7.2093, -3.2133], [-12.0806, 3.1346, -3.6869], [-5.0957, 10.1382, 7.1712], [9.2291, -9.8447, -3.3586], [7.1178, -3.2078, 5.0101], [-4.7064, 6.4701, 10.3570], [3.1552, -0.7205, -1.3875], [5.8605, -10.9650, -3.1008], [-2.7817, 4.6796, -5.5780], [-7.5248, -2.7571, 0.9786], [6.7946, 9.5787, -1.8902], [-0.3302, 3.6275, -5.7183], [0.3548, 5.0373, -6.5052], [-3.2107, -8.6217, 0.5180], [9.2198, 9.8942, -1.1452], [-2.1845, 5.9221, -7.4110], [-0.2167, -2.4424, 8.6668], [-2.7523, -11.0032, 0.6014], [0.9584, -4.5211, 0.2558], [-7.8167, -3.1682, 0.0123], [7.1970, 4.3020, -2.2244], [-0.6945, 4.3851, -8.9674], [1.0597, -8.7841, 6.0440]],
  "total_charge": 2,
  "homo_ev": -8.3,
  "e_tot_ha": -7742.285306,
  "lumo_energy_ev": -3.33,
  "orbital_gap_ev": 5.0
}